(1)
# C6H10

The molecule C6H10 (ωB97M-V/def2-TZVPD, the OMol25 dataset).

ORCA input file:
```
! wB97M-V def2-TZVPD RIJCOSX def2/J DEFGRID3
* xyz 0 1
C -0.52 0.87 -1.17
C -1.70 0.49 -1.70
C -0.21 -0.84 0.58
C 0.30 0.15 -0.16
C 1.73 0.73 0.09
C 0.14 -1.24 1.99
H 0.01 1.65 -1.72
H -2.48 -0.06 -1.15
H -1.80 0.46 -2.78
H -1.04 -1.35 0.10
H 2.49 0.75 -0.69
H 1.81 1.72 0.57
H 1.99 -0.04 0.81
H 0.83 -2.08 1.99
H 0.50 -0.32 2.44
H -0.79 -1.69 2.38
*
```

The calculation puts the largest force on an atom at 3.0 eV/A. For the HOMO-LUMO gap, the calculation gives 0.317 Eh. As for the energy above the lowest of the compared OMol25 structures with the same formula, charge and spin: 57.0 kcal per mole. The SMILES is C=C/C(C)=C/C. The calculation puts the total energy at -234.511668 a.u.

---

(2)
# C6H10BFO

The molecule C6H10BFO (ωB97M-V/def2-TZVPD, the OMol25 dataset).

ORCA input file:
```
! wB97M-V def2-TZVPD RIJCOSX def2/J DEFGRID3
* xyz 0 1
B 1.42 0.10 0.22
C 0.69 -1.85 -1.47
C -1.06 0.02 -0.90
C 0.52 -0.69 -0.83
C -1.83 0.32 0.10
C 2.84 -0.30 0.82
C -3.04 1.21 0.15
O 0.81 1.06 0.82
F -1.54 -0.15 1.38
H -0.11 -2.33 -1.96
H 1.67 -2.35 -1.59
H -1.32 0.14 -1.91
H 3.75 -0.35 0.19
H 2.96 -1.25 1.40
H 3.10 0.50 1.53
H -3.98 0.72 0.52
H -2.67 2.14 0.63
H -3.33 1.54 -0.82
H 1.12 1.51 1.71
*
```

The calculation puts the largest force on an atom at 6.0 eV/A. For the HOMO-LUMO gap, the calculation gives 0.356 Eh. As for the energy above the lowest of the compared OMol25 structures with the same formula, charge and spin: 0.0 kcal per mole. The SMILES is C=C(/C=C(/C)F)B(C)O. The calculation puts the total energy at -434.538765 a.u.

---

(3)
# C6H10BN3O

The molecule C6H10BN3O (ωB97M-V/def2-TZVPD, the OMol25 dataset).

ORCA input file:
```
! wB97M-V def2-TZVPD RIJCOSX def2/J DEFGRID3
* xyz 0 1
B 0.78 0.77 -1.99
C -1.62 -0.37 2.63
C -0.29 -0.80 2.81
C -1.97 0.21 1.42
C 0.61 -0.67 1.74
C 0.04 -0.08 0.53
C -0.20 1.96 -2.21
N -1.17 0.36 0.42
N 1.93 -1.14 1.73
N 0.87 0.03 -0.77
O 1.69 0.19 -2.92
H -2.39 -0.77 3.45
H -0.03 -0.99 3.87
H -3.03 0.52 1.06
H -0.52 2.05 -3.28
H 0.23 3.00 -2.16
H -1.01 1.80 -1.44
H 2.29 -1.24 2.62
H 2.54 -0.67 1.12
H 1.71 -0.51 -0.62
H 2.06 0.75 -3.63
*
```

The calculation puts the largest force on an atom at 4.4 eV/A. For the HOMO-LUMO gap, the calculation gives 0.321 Eh. As for the energy above the lowest of the compared OMol25 structures with the same formula, charge and spin: 0.0 kcal per mole. The SMILES is CB(O)Nc1ncccc1N. The calculation puts the total energy at -499.048645 a.u.

---

(4)
# C6H10BNS

A structure of composition C6H10BNS (ωB97M-V/def2-TZVPD, the OMol25 dataset).

ORCA input file:
```
! wB97M-V def2-TZVPD RIJCOSX def2/J DEFGRID3
* xyz 0 1
B 1.08 0.86 1.17
C -2.21 -2.05 -0.11
C -0.52 -0.31 0.34
C -1.78 -1.21 -1.15
C 1.38 2.08 0.25
C 1.37 0.46 2.67
C -2.24 -1.20 -2.53
N -0.78 -0.32 -0.92
S -1.37 -1.48 1.28
H -2.82 -2.92 -0.07
H 0.69 2.09 -0.56
H 2.40 1.89 -0.07
H 1.39 2.97 0.84
H 0.41 0.42 3.20
H 2.12 1.14 3.36
H 1.64 -0.58 2.77
H -1.39 -1.66 -3.07
H -3.08 -1.85 -2.56
H -2.46 -0.22 -2.98
*
```

The calculation puts the largest force on an atom at 5.2 eV/A. For the HOMO-LUMO gap, the calculation gives 0.322 Eh. As for the energy above the lowest of the compared OMol25 structures with the same formula, charge and spin: 43.5 kcal per mole. The calculation puts the total energy at -712.340855 a.u.